Density functional theory data (wB97M-V/def2-TZVPD) for C35H40N13O8PRuS as an isolated structure.

Values from the calculation:
Spin multiplicity ... 6
Charge ... +3
Energy ... -3505.13371 a.u.
Gap between HOMO and LUMO (alpha / beta) ... 7.76 / 6.14 eV

Last column: Mulliken charge in e.
Geometry (Å):
Ru 0.219 0.829 0.174  1.69
O 2.473 3.836 7.061  -0.54
N 2.917 3.527 5.978  0.96
O 4.081 3.615 5.628  -0.55
C 1.969 2.933 5.002  0.05
C 0.937 2.240 5.511  -0.86
C 0.010 1.572 4.649  1.16
C -1.114 0.877 5.130  -0.97
C -1.980 0.304 4.232  -1.35
C -1.694 0.392 2.867  -1.09
N -0.620 1.004 2.400  0.84
C 0.212 1.619 3.269  -0.95
C 1.298 2.396 2.734  0.38
N 1.382 2.477 1.391  0.70
C 2.287 3.262 0.838  -0.59
C 3.172 4.020 1.603  -1.20
C 3.132 3.923 2.971  -0.80
C 2.173 3.088 3.583  0.62
H 0.806 2.182 6.584  0.57
H -1.291 0.820 6.197  0.50
H -2.875 -0.208 4.562  0.63
H -2.366 -0.037 2.130  1.28
H 2.307 3.293 -0.247  0.67
H 3.881 4.677 1.116  0.51
H 3.826 4.484 3.574  0.60
C -6.838 -2.092 3.079  -1.58
C -5.798 -1.658 2.084  0.83
C -5.100 -2.599 1.326  -0.96
C -4.196 -2.206 0.352  -0.23
C -3.984 -0.849 0.140  -0.07
C -4.650 0.112 0.894  -0.31
C -5.548 -0.300 1.863  -0.92
S -2.886 -0.347 -1.136  1.25
O -3.590 0.191 -2.270  -0.79
O -2.047 -1.506 -1.416  -0.77
N -1.940 0.771 -0.459  0.90
C -2.153 2.136 -0.568  0.24
C -3.293 2.829 -0.983  -0.91
C -3.267 4.211 -0.936  -0.71
C -2.130 4.882 -0.493  -1.08
C -1.044 4.127 -0.115  -0.34
N -1.062 2.791 -0.154  0.66
H -6.596 -3.056 3.523  0.40
H -7.799 -2.202 2.569  0.33
H -6.975 -1.356 3.869  0.39
H -5.285 -3.654 1.492  0.45
H -3.660 -2.934 -0.245  0.55
H -4.471 1.169 0.725  0.30
H -6.082 0.440 2.450  0.45
H -4.159 2.300 -1.352  0.66
H -4.143 4.770 -1.244  0.48
H -2.091 5.961 -0.445  0.46
H -0.128 4.595 0.225  0.44
O 3.994 -4.854 -2.935  -0.49
C 2.742 -5.540 -2.933  -0.51
N 1.955 -5.043 -1.838  -0.17
C 1.046 -4.046 -1.980  0.22
O 0.671 -3.622 -3.061  -0.70
C 0.473 -3.511 -0.694  -0.18
C -0.121 -4.305 0.274  -0.31
C -0.644 -3.695 1.402  -1.11
C -0.543 -2.322 1.530  -0.45
N 0.030 -1.548 0.606  0.32
C 0.525 -2.142 -0.491  -0.50
H 4.583 -5.325 -3.539  0.30
H 2.896 -6.608 -2.800  0.39
H 2.194 -5.351 -3.849  0.35
H 2.275 -5.265 -0.909  0.27
H -0.198 -5.379 0.148  0.61
H -1.127 -4.272 2.180  0.54
H -0.928 -1.831 2.412  0.54
H 0.966 -1.513 -1.253  0.79
N 5.445 -1.683 -1.284  -0.23
C 5.700 -0.542 -0.645  0.65
N 6.963 -0.143 -0.513  -0.36
N 4.766 0.240 -0.122  -0.64
C 3.498 0.162 -0.108  0.72
N 2.334 0.216 -0.002  -1.06
H 6.194 -2.278 -1.590  0.21
H 4.513 -2.054 -1.370  0.06
H 7.739 -0.691 -0.841  0.20
H 7.158 0.687 0.020  0.24
N -0.762 -1.454 -4.310  0.03
C -0.740 0.034 -4.459  -0.65
P 0.746 0.697 -3.582  0.76
O 1.832 -0.325 -3.824  -1.13
O 0.459 1.204 -2.207  -0.32
C 1.341 2.114 -4.646  -1.00
N 2.340 1.538 -5.620  -0.17
H -1.310 -1.916 -5.033  0.43
H -1.188 -1.690 -3.395  0.03
H 0.177 -1.870 -4.284  0.34
H -1.659 0.446 -4.049  0.26
H -0.678 0.287 -5.516  0.50
H 1.870 2.786 -3.973  0.36
H 0.563 2.677 -5.156  0.42
H 2.624 0.624 -5.153  0.33
H 3.137 2.143 -5.794  0.36
H 1.926 1.313 -6.521  0.35